[1]
2 unconnected molecules or ions with the total composition C4H12, computed with the ωB97M-V functional and the def2-TZVPD basis.

Atoms and positions in Å:
C: -0.487017 -1.662431 1.130157
C: -1.611729 -1.321446 0.150876
H: 0.027749 -0.876038 1.678826
H: -0.911027 -2.326030 1.892853
H: 0.298300 -2.236313 0.633428
H: -1.563694 -1.981800 -0.710097
H: -1.676927 -0.274543 -0.154527
H: -2.588368 -1.526930 0.589835
C: 0.832550 1.614809 -1.387179
C: 1.310066 1.417900 0.071304
H: 0.774783 2.692379 -1.580937
H: 1.591879 1.268085 -2.102383
H: -0.061741 1.025389 -1.554897
H: 2.162124 2.045174 0.332643
H: 0.476132 1.772154 0.696190
H: 1.426920 0.369642 0.313908

Cartesian forces (eV/Å) of the 3 atoms listed first:
-0.001 -0.852 0.337
-0.388 0.264 0.256
-0.381 0.406 -0.236

HOMO level in Eh: -0.4270
Energy relative to the best compared isomer or geometry (same formula, charge and spin) in kcal per mole: 6.9
LUMO energy in eV: 1.2
Multiplicity: 1
SMILES: CC.CC


[2]
2 unconnected molecules or ions with the total composition C2H4FNO, computed with the ωB97M-V functional and the def2-TZVPD basis.

Atoms and positions in Å:
C: -0.017232 -0.513114 0.016412
C: -1.182503 0.461147 0.044084
N: 2.656786 -0.553099 0.182825
O: 3.025141 0.501300 -0.114179
F: -2.383704 -0.192658 -0.066699
H: -0.218042 -1.536098 0.339102
H: 0.718269 -0.390764 -0.701842
H: -1.391550 1.123111 1.034523
H: -1.207169 1.100173 -0.734224

Cartesian forces (eV/Å) of the 3 atoms listed first:
-2.653 0.177 1.040
0.056 -0.678 4.517
0.792 1.353 -0.257

HOMO level (alpha / beta) in Eh: -0.3347 / -0.3246
Energy relative to the best compared isomer or geometry (same formula, charge and spin) in kcal per mole: 126.9
LUMO energy (alpha / beta) in eV: 0.1 / -0.6
Multiplicity: 1


[3]
A single C3H3IN2O molecule, computed with the ωB97M-V functional and the def2-TZVPD basis.

Atoms and positions in Å:
O: 0.308930 1.764207 -1.039274
C: 0.451101 0.349862 -0.301836
I: 2.533193 0.200433 0.293272
C: -0.413812 0.190562 0.886971
C: -0.951699 -1.028625 0.719041
N: -0.524676 -1.574960 -0.498203
N: 0.227798 -0.799479 -1.107315
H: 0.508126 1.567400 -1.961185
H: -0.521763 0.919310 1.661705
H: -1.617200 -1.588713 1.346827

Cartesian forces (eV/Å) of the 3 atoms listed first:
-0.052 -3.751 2.037
0.440 4.354 -0.855
-0.255 0.001 -0.021

HOMO level in Eh: -0.3617
Energy relative to the best compared isomer or geometry (same formula, charge and spin) in kcal per mole: 43.0
LUMO energy in eV: -1.3
Multiplicity: 1
SMILES: O[C@@]1(I)C=CN=N1


[4]
2 unconnected molecules or ions with the total composition C4H8O3, computed with the ωB97M-V functional and the def2-TZVPD basis.

Atoms and positions in Å:
C: -1.836319 1.184285 -1.066220
C: -1.516062 0.026227 -0.165573
C: -0.703313 0.119166 0.885548
O: -0.477583 -0.914540 1.743469
H: -1.764043 0.903234 -2.123291
H: -2.855014 1.559249 -0.905709
H: -1.145965 2.018660 -0.895445
H: -1.994705 -0.932830 -0.354843
H: -0.182219 1.050428 1.124607
H: 0.429795 -0.819924 2.072572
O: 2.283204 -0.602006 1.246987
C: 2.216729 -0.487044 0.047850
O: 2.714835 -1.360391 -0.825049
H: 1.719437 0.333414 -0.483197
H: 3.111224 -2.077925 -0.301709

Cartesian forces (eV/Å) of the 3 atoms listed first:
0.018 0.077 -0.040
0.111 -0.006 0.268
-0.161 0.190 -0.374

HOMO level in Eh: -0.3179
Energy relative to the best compared isomer or geometry (same formula, charge and spin) in kcal per mole: 32.9
LUMO energy in eV: 0.7
Multiplicity: 1
SMILES: C/C=C/O.O=CO


no.,molar mass (g mol⁻¹),calculated total energy (Ha)
1,60.14,-159.5740
2,77.06,-308.2807
3,209.97,-598.4675
4,104.10,-382.9124